Entry 1:
9
Properties=species:S:1:pos:R:3:mulliken_charge:R:1 method="wB97M-V/def2-TZVPD" fmax_ev_per_a=2.9 orbital_gap_ha=0.35676 mol_weight_g_mol=85.1 multiplicity=1 relative_energy_ev=6.137 lumo_energy_ev=0.39 total_energy_ev=-8738.994
N -0.452 0.803 -0.249 -0.211
C -0.146 -1.237 0.776 -0.448
H -0.666 0.255 -2.056 0.361
O 0.088 0.435 -1.413 -0.311
C -0.194 1.710 0.466 0.547
C 0.850 -1.445 0.167 -0.297
H 1.522 -1.762 -0.612 0.352
H -0.837 -1.227 1.582 0.415
O -0.166 2.467 1.339 -0.408

---

Entry 2:
9
Properties=species:S:1:pos:R:3:mulliken_charge:R:1 method="wB97M-V/def2-TZVPD" fmax_ev_per_a=1.6 orbital_gap_ha=0.35584 mol_weight_g_mol=85.1 multiplicity=1 relative_energy_ev=2.724 lumo_energy_ev=0.04 total_energy_ev=-8742.407
H -1.520 -0.864 -0.542 0.268
N 0.398 -0.842 0.510 0.008
O 1.457 1.892 -1.104 -0.460
C -0.920 -0.202 0.112 -0.271
O -0.488 0.918 -0.564 -0.319
C 1.513 -0.252 0.159 -0.300
H -1.531 0.064 0.995 0.267
H 0.185 -1.690 1.009 0.149
C 0.905 0.977 -0.576 0.656

---

Entry 3:
9
Properties=species:S:1:pos:R:3:mulliken_charge:R:1 method="wB97M-V/def2-TZVPD" fmax_ev_per_a=1.2 orbital_gap_ha=0.43692 mol_weight_g_mol=85.1 multiplicity=1 relative_energy_ev=1.535 lumo_energy_ev=0.05 total_energy_ev=-8743.596
N 3.075 -0.673 0.427 -0.313
H -1.725 -1.024 0.763 0.230
H -1.376 0.736 0.722 0.327
C 2.120 -0.194 -0.013 0.186
O -0.093 -0.551 -0.282 -0.289
H -2.084 -0.074 -0.710 0.257
C -1.411 -0.187 0.140 -0.591
C 0.825 0.404 -0.390 0.652
O 0.668 1.562 -0.655 -0.459

---

Entry 4:
9
Properties=species:S:1:pos:R:3:mulliken_charge:R:1 method="wB97M-V/def2-TZVPD" fmax_ev_per_a=3.4 orbital_gap_ha=0.34334 mol_weight_g_mol=85.1 multiplicity=1 relative_energy_ev=2.028 lumo_energy_ev=0.30 total_energy_ev=-8743.103
O 1.718 -0.844 -0.138 -0.470
C 0.595 -0.120 -0.069 0.643
H 0.015 1.686 0.266 0.339
O 0.825 1.158 0.297 -0.507
C -1.785 -0.008 0.282 0.030
C -0.621 -0.684 -0.213 -0.321
H -0.701 -1.730 -0.445 0.324
N -2.513 0.819 -0.078 -0.388
H 2.467 -0.279 0.097 0.351